(1)
Entry from the OMol25 dataset: the molecule C17H24N4O5S2 (ωB97M-V/def2-TZVPD).

Energy above the lowest of the compared OMol25 structures with the same formula, charge and spin (kcal/mol): 0.0
Frontier orbital gap (eV): 9.72
E_HOMO (eV): -9.335
SMILES: CCN(Cc1ccccc1)C(=O)Cn1cc(S(=O)(=O)NC)c(S(=O)(=O)NC)c1

CARTESIAN COORDINATES (ANGSTROEM)
S -1.92288 -1.51752 1.78251
S -0.05491 -0.24206 4.40769
O 1.63503 2.13966 0.05824
O 1.05025 0.19747 5.20503
O -2.30676 -1.91799 0.45892
O -0.72421 -1.45631 4.79697
O -2.63391 -0.41972 2.38014
N 1.76292 -0.43565 0.90995
N 1.89805 1.32263 -2.02687
N -2.05135 -2.81165 2.78606
N -1.17881 0.95460 4.33642
C -2.25533 0.38720 -2.08433
C -2.77264 0.37732 -3.37018
C -2.10039 1.02634 -4.39213
C -1.06600 1.04595 -1.83026
C -0.21728 -1.04142 1.70175
C 2.51700 0.42453 -2.98035
C 2.05510 1.28010 -0.69180
C -0.65776 2.24100 3.92966
C 0.53212 -0.46822 2.75098
C 0.56800 -0.99717 0.58019
C -1.35668 -3.99391 2.33195
C 0.96755 2.31207 -2.56269
C 2.71891 0.03131 -0.06205
C -0.89747 1.66465 -4.13921
C 1.69071 -0.81998 -3.30579
C 1.74058 -0.09311 2.22284
C -0.36883 1.67595 -2.85577
H -0.36768 2.15581 -4.94380
H 2.66465 0.99371 -3.90259
H -1.97167 0.63308 3.78549
H 0.23734 2.42240 4.52216
H 3.50754 0.13957 -2.61629
H -1.71221 -4.85428 2.89594
H 1.39514 2.75676 -3.46462
H 3.63380 0.33154 0.45286
H 2.93334 -0.76194 -0.77512
H 2.20679 -1.40500 -4.06284
H 1.54505 -1.44597 -2.42955
H 2.56629 0.38493 2.70850
H -1.60205 -4.12266 1.27879
H 0.71375 -0.53991 -3.68849
H -3.70047 -0.13498 -3.57460
H 0.85488 3.08718 -1.80008
H -2.50593 1.02705 -5.39337
H -2.75998 -0.12795 -1.28115
H 0.33111 -1.32660 -0.41109
H -0.39883 2.27785 2.86625
H -1.39876 3.00812 4.14605
H -0.26997 -3.91359 2.44529
H -1.79887 -2.51966 3.72857
H -0.67429 1.06847 -0.82422


(2)
Entry from the OMol25 dataset: a cluster of 2 separate species, H3N2OP in total (ωB97M-V/def2-TZVPD).

Energy above the lowest of the compared OMol25 structures with the same formula, charge and spin (kcal/mol): 57.7
Frontier orbital gap (spin up / spin down) (eV): 9.42 / 9.46
E_HOMO (spin up / spin down) (eV): -10.037 / -10.046

CARTESIAN COORDINATES (ANGSTROEM)
P 1.01952 -0.45411 0.30221
O 2.40054 0.43150 0.24385
N -0.14177 0.65066 0.20665
N -1.64316 -0.79981 0.13443
H -2.37686 -0.12836 0.23847
H -1.63564 -0.89674 -0.87000
H 2.37737 1.19686 -0.25559


(3)
Entry from the OMol25 dataset: a cluster of 2 separate species, C6H9Br2F3O2P in total (ωB97M-V/def2-TZVPD).

Frontier orbital gap (eV): 5.20
Net charge: -1
E_HOMO (eV): -3.979

CARTESIAN COORDINATES (ANGSTROEM)
Br -4.87013 3.48806 1.62802
Br -7.17634 1.45507 0.54062
P -4.82127 1.45211 0.65406
F 0.76710 1.64615 -1.51606
F 1.66570 -0.12522 -2.37100
F 0.22664 -0.29712 -0.75782
O 3.36080 -0.53215 -0.20766
O 1.95230 0.87263 1.02093
C 1.27400 0.42855 -1.19018
C 2.08812 -2.64820 -0.34447
C -2.99090 1.42432 0.68621
C 2.42572 0.59999 -0.15722
C -1.79015 1.52456 0.63613
C 2.98962 -1.71343 0.45571
H -0.75200 1.69522 0.43056
H 3.93395 -2.24000 0.63658
H 2.56099 -1.49487 1.43888
H -4.89216 0.35917 1.52762
H 3.04840 1.38583 -0.65102
H 2.12768 -3.65792 0.07651
H 2.40244 -2.68834 -1.38835
H 1.04839 -2.32947 -0.31610
H -4.79817 1.29046 -0.73982


(4)
Entry from the OMol25 dataset: a structure of composition C4H7CrO2 (ωB97M-V/def2-TZVPD).

Energy above the lowest of the compared OMol25 structures with the same formula, charge and spin (kcal/mol): 23.8
Frontier orbital gap (spin up / spin down) (eV): 7.81 / 8.62
Net charge: +1
E_HOMO (spin up / spin down) (eV): -13.485 / -13.530
2S+1: 5

CARTESIAN COORDINATES (ANGSTROEM)
Cr 0.48427 1.28072 1.77606
O 1.02211 -0.47002 1.21956
O -2.84470 1.12058 0.45480
C 0.73757 -1.38425 0.44698
C -1.73706 0.61043 -0.11748
C -0.20244 -1.26168 -0.69748
C -1.44893 -0.69750 -0.05145
H -0.22865 2.78072 1.64270
H 0.20431 -0.59218 -1.46617
H -2.11055 -1.37385 0.49301
H 1.17022 -2.38004 0.64737
H -0.39750 -2.25521 -1.12339
H -1.10539 1.31100 -0.67312
H -2.91725 2.06440 0.28439


Number 1: electronic energy -55886.52989 eV. Number 2: electronic energy -14362.06603 eV. Number 3: electronic energy -167987.95823 eV. Number 4: electronic energy -36767.73999 eV.